C18H26N2O4 | wB97M-V/def2-TZVPD

The geometry in XYZ format:
```
50
Properties=species:S:1:pos:R:3:forces:R:3:lowdin_charge:R:1
C 0.1154 0.4785 -8.9053 0.2 0.1 0.0 -0.115
C 1.2427 1.0210 -8.0355 -0.2 0.0 0.2 -0.270
C 0.7490 1.3763 -6.6360 0.4 0.1 0.1 -0.193
C 1.8768 1.9323 -5.7646 -0.1 -0.2 -0.4 -0.203
O 1.4365 2.2947 -4.4717 -0.1 0.0 0.3 -0.040
C 1.1944 1.3343 -3.5430 -0.1 0.0 0.3 -0.262
C 0.6483 1.7912 -2.3397 0.1 0.1 -0.2 0.005
C 0.3810 0.9205 -1.3071 0.1 -0.2 -0.1 -0.020
C 0.6505 -0.4404 -1.4470 0.0 0.0 -0.4 -0.142
C 0.3627 -1.4459 -0.3898 0.1 0.0 0.1 -0.450
O 0.1189 -2.6136 -0.6412 0.0 -0.2 -0.1 0.058
N 0.4469 -0.9886 0.8837 -0.1 0.3 0.4 0.073
C -0.0073 -1.7738 2.0000 0.1 0.0 -0.1 -0.081
C -0.9324 -0.9311 2.8723 0.1 -0.6 -0.3 -0.462
O -1.0107 0.2744 2.7450 0.0 0.4 0.0 0.057
N -1.6590 -1.6435 3.7586 -0.2 -0.2 0.2 0.072
C -2.3822 -0.9962 4.8259 0.3 0.1 0.3 -0.116
C -1.5652 -1.0164 6.1386 -0.4 -0.1 0.0 -0.330
C -2.1123 -0.0028 7.1502 0.2 -0.2 -0.1 -0.125
C -1.3780 1.2866 6.7599 0.1 0.0 -0.1 -0.140
C -0.1795 0.7927 5.9250 0.2 0.5 -0.1 -0.180
O -0.2306 -0.6261 5.9159 0.1 -0.2 0.0 -0.102
C 1.1743 -0.8940 -2.6523 -0.1 0.0 0.3 -0.007
C 1.4526 -0.0262 -3.6902 0.1 0.2 -0.3 -0.009
H -0.3111 -0.4182 -8.4615 -0.1 -0.1 0.0 0.072
H -0.6754 1.2180 -9.0087 -0.1 0.0 0.0 0.072
H 0.4844 0.2290 -9.8971 -0.1 -0.1 -0.1 0.068
H 2.0359 0.2733 -7.9611 0.1 0.0 0.0 0.110
H 1.6700 1.9101 -8.5047 0.1 0.0 0.0 0.109
H 0.3224 0.4907 -6.1602 -0.1 0.0 0.0 0.111
H -0.0409 2.1274 -6.7009 0.0 0.0 0.0 0.124
H 2.7112 1.2221 -5.7084 0.0 0.1 0.0 0.123
H 2.2524 2.8648 -6.1962 0.0 -0.2 0.0 0.132
H 0.4393 2.8454 -2.2458 0.0 0.1 0.0 0.119
H -0.0707 1.3067 -0.4048 0.0 0.0 0.1 0.113
H 0.5145 0.0022 1.0691 0.0 -0.1 -0.1 0.118
H -0.5163 -2.6594 1.6075 0.1 0.1 0.1 0.128
H 0.8421 -2.0985 2.6169 -0.2 -0.1 0.0 0.138
H -1.4401 -2.6201 3.8817 0.1 0.1 -0.1 0.149
H -2.5481 0.0340 4.5058 -0.1 -0.1 0.0 0.126
H -3.3433 -1.4929 4.9793 0.0 0.1 0.0 0.129
H -1.5293 -2.0393 6.5284 0.0 0.1 0.0 0.149
H -1.8392 -0.3100 8.1594 -0.1 0.0 0.0 0.114
H -3.1942 0.0913 7.0910 -0.1 0.0 0.1 0.113
H -2.0154 1.9366 6.1628 0.0 0.1 0.0 0.108
H -1.0519 1.8415 7.6370 0.0 0.0 0.0 0.105
H 0.7840 1.0723 6.3559 -0.1 0.0 0.0 0.120
H -0.2313 1.1712 4.8973 0.0 0.0 0.1 0.104
H 1.3624 -1.9515 -2.7631 0.0 -0.1 0.0 0.120
H 1.8682 -0.4224 -4.6032 0.0 0.0 -0.1 0.107
```
Forces are in eV/Å.

Computed properties:
- SMILES string = CCCCOc1ccc(C(=O)NCC(=O)NC[C@@H]2CCCO2)cc1
- ΔE to the lowest compared entry with this formula, charge and spin (eV) = 0.319